C20H47N4O7 | ωB97M-V/def2-TZVPD

```
78
Properties=species:S:1:pos:R:3:forces:R:3
C 6.005243 -3.732444 1.189193 0.2 0.5 0.1
C 6.335543 -3.392549 -0.262232 0.2 -0.4 0.1
C 5.349047 -3.930904 -1.305903 0.3 0.2 -0.1
N 4.133308 -3.181680 -1.528655 -0.2 -0.3 -0.2
N 3.444852 -2.812170 -0.347507 0.0 0.0 -0.3
C 2.124844 -3.385860 -0.354297 0.0 -0.5 0.2
O 2.265549 -4.803230 -0.451317 0.1 0.3 -0.1
C 1.064973 -5.426277 -0.823212 -0.2 -0.2 0.1
C 0.021657 -5.443142 0.298490 0.2 0.2 0.0
C 3.468227 -1.359288 -0.090533 0.1 0.1 0.6
C 2.081218 -0.678711 -0.023184 -0.3 0.2 -0.1
O 1.706254 -0.076576 -1.050967 0.1 0.1 -0.4
O 1.456994 -0.791449 1.051028 -0.1 -0.1 0.4
H 5.044626 -3.321635 1.488919 -0.1 -0.2 -0.1
H 6.025005 -4.807644 1.361834 -0.1 -0.1 0.0
H 6.757352 -3.278683 1.842646 0.1 -0.1 0.0
H 6.475414 -2.316333 -0.381857 -0.1 0.1 0.0
H 7.306666 -3.853002 -0.481899 0.1 0.1 -0.1
H 5.109968 -4.972450 -1.072573 -0.1 0.0 0.1
H 5.864452 -3.948833 -2.271911 -0.1 0.0 -0.1
H 4.269334 -2.397019 -2.150504 0.0 0.2 0.1
H 1.508692 -3.029534 -1.194995 0.0 0.0 -0.1
H 1.636523 -3.147799 0.589335 0.0 0.3 0.0
H 0.643591 -4.950340 -1.717276 0.0 0.0 -0.1
H 1.325961 -6.450517 -1.096112 0.1 0.0 0.0
H -0.601445 -6.334531 0.238796 -0.1 0.0 0.0
H -0.608588 -4.555219 0.278372 -0.1 0.0 0.0
H 0.548854 -5.446445 1.253084 0.0 -0.1 0.1
H 3.960243 -1.176558 0.871486 0.0 0.0 0.0
H 4.051308 -0.846912 -0.854190 0.0 -0.2 -0.2
C -2.775836 -1.218541 -3.293767 0.0 0.0 0.1
O -2.533329 -0.479340 -2.122670 0.0 0.0 -0.2
C -1.236463 0.134894 -2.066659 0.0 0.0 0.3
C -1.335015 1.634262 -2.208390 -0.1 0.0 -0.1
N -1.752178 2.043919 -3.547958 -0.1 0.0 0.1
C -2.107343 3.451502 -3.671832 0.1 -0.2 -0.1
C -3.238047 4.005868 -2.809836 0.0 0.2 0.0
O -4.529922 3.531036 -3.144871 0.0 -0.1 0.0
C -4.865969 2.266882 -2.601882 -0.1 0.1 -0.1
H -3.681458 -1.804439 -3.131322 0.0 0.0 0.0
H -2.935611 -0.577876 -4.171585 0.1 0.0 0.0
H -1.950992 -1.905200 -3.509918 0.0 0.0 0.0
H -0.565345 -0.293890 -2.813511 0.0 0.0 0.0
H -0.807827 -0.083161 -1.088781 0.1 -0.1 0.0
H -0.351479 2.058971 -1.990473 0.0 0.0 0.0
H -2.034196 1.985511 -1.436313 0.1 -0.1 0.0
H -2.542191 1.480454 -3.832300 0.0 0.0 0.0
H -2.377500 3.627252 -4.717384 0.0 0.1 0.0
H -1.209638 4.047310 -3.472436 0.0 0.0 0.1
H -3.272571 5.085973 -2.979312 0.0 0.0 0.0
H -3.050853 3.863683 -1.738655 0.0 -0.1 0.0
H -4.423693 2.118248 -1.613987 0.1 0.0 0.0
H -4.562020 1.447597 -3.258407 0.1 0.0 0.1
H -5.952309 2.231449 -2.507652 0.0 0.0 0.0
C -2.784111 1.326124 5.250940 0.1 0.0 0.0
O -1.438791 1.303530 4.838742 -0.2 0.0 0.0
C -1.201684 0.595292 3.616245 0.2 -0.1 0.0
C -0.850648 1.523865 2.480571 -0.1 0.1 -0.1
N -1.995350 2.339464 2.074482 0.1 0.1 0.1
C -1.674943 3.421151 1.150236 -0.2 -0.1 0.0
C -0.679641 4.490853 1.584134 0.1 0.1 -0.2
O -1.141774 5.353817 2.611941 0.0 0.0 0.1
C -1.020828 4.844799 3.925107 -0.1 0.2 0.0
H -2.806696 1.695068 6.276711 0.0 0.0 0.0
H -3.400710 1.990923 4.633398 0.0 -0.1 0.0
H -3.225007 0.323968 5.231621 0.0 0.0 0.0
H -2.065068 -0.026363 3.360842 -0.1 0.1 0.0
H -0.349786 -0.065264 3.786087 0.0 0.0 0.0
H -0.514584 0.918233 1.633848 0.1 0.0 0.0
H 0.002671 2.132494 2.806300 0.1 -0.1 0.0
H -2.434011 2.732035 2.896812 0.0 0.0 0.0
H -2.614154 3.928190 0.907548 0.0 0.0 0.0
H -1.304893 2.974324 0.221483 0.1 0.0 0.1
H -0.505488 5.137466 0.720032 0.0 0.0 0.0
H 0.292878 4.065909 1.856698 0.0 -0.1 0.1
H -0.130878 4.220938 4.038711 0.0 -0.1 0.0
H -1.902501 4.270392 4.223113 0.1 -0.1 0.0
H -0.937887 5.698165 4.600242 0.0 0.0 0.0
```
Forces are in eV/Å.

Its maximum force is 0.0129 hartree/bohr. The energy comes out at -1535.8554 hartree. The calculation puts the HOMO energy at -4.721 eV. Its total charge is -1.


C20H49AlBrCl2F2LiN5O5Si2 | ωB97M-V/def2-TZVPD

```
88
Properties=species:S:1:pos:R:3:forces:R:3
F 1.075713 4.020088 -2.898718 -2.5 0.3 -1.7
C -0.351527 3.993378 -3.393300 0.3 -0.5 1.0
C -1.014512 2.626362 -2.777788 -0.1 0.4 0.2
C -2.669726 2.692908 -2.622151 2.6 -2.0 -1.2
C -3.546823 3.149784 -3.933733 -0.3 0.4 2.5
C -3.848217 4.696123 -3.423289 -3.7 -2.5 2.2
C -3.415941 4.827114 -1.847394 0.5 -2.1 -1.6
N -2.788064 3.676219 -1.439671 -2.4 1.6 -2.7
H -0.857621 4.990025 -3.045623 1.0 -1.9 -0.8
H -0.280287 3.968144 -4.565294 -0.4 0.1 1.9
H -0.713871 1.686958 -3.407915 -0.5 1.7 1.2
H -0.610011 2.509445 -1.662681 -0.5 0.2 -2.5
H -2.956362 1.569205 -2.429852 0.4 2.4 0.6
H -3.091141 3.016044 -5.011532 -0.4 0.5 2.5
H -4.513542 2.459924 -3.880100 2.0 1.8 -0.3
H -3.658429 5.578956 -4.167773 0.1 -1.2 1.3
H -5.035977 4.677420 -3.360726 2.1 0.5 0.2
H -3.619007 5.767546 -1.175792 0.6 -2.0 -1.3
H -2.368183 3.384272 -0.529800 -0.6 0.9 -0.9
O 0.797819 -0.791161 -2.067452 0.7 0.0 -1.2
C 1.582463 -0.856152 -3.006715 -0.8 -0.5 1.0
N 1.963225 0.264317 -3.679477 -1.1 0.6 -1.5
C 2.179890 -2.146628 -3.488188 0.2 -0.1 -0.2
H 2.605835 0.261219 -4.458329 0.7 -0.4 1.0
H 1.573672 1.146534 -3.373331 0.8 0.3 0.6
H 1.375059 -2.817675 -3.800761 0.1 0.0 0.1
H 2.744365 -2.604967 -2.671662 -0.1 0.0 -0.1
H 2.853878 -1.990808 -4.335059 0.0 -0.1 0.1
Br -2.535977 6.847663 -4.674076 1.7 1.8 -1.1
Li 1.664023 1.364904 -5.874076 -0.2 -0.3 0.4
O 3.005639 2.390242 -2.005050 1.2 -0.4 -1.7
H 2.122407 2.499566 -1.703103 -1.3 0.4 0.8
C 0.537164 -6.586914 4.616532 -0.1 0.3 -0.6
Si 0.213877 -6.269182 2.778253 0.2 -1.2 2.2
C -1.547536 -6.815114 2.432694 -0.5 0.3 -0.5
C 1.386959 -7.376323 1.821178 0.4 0.1 -0.7
N 0.469669 -4.574819 2.457660 -0.2 -0.7 -0.8
Si 0.259884 -3.926894 0.853189 0.3 2.5 -0.6
C -1.492899 -4.119311 0.213992 -0.6 -0.5 0.2
C 1.442345 -4.678221 -0.395306 0.4 -0.7 0.0
C 0.623467 -2.071490 0.902963 -0.1 -0.6 0.1
H 0.383318 -7.645259 4.849078 0.1 0.1 0.0
H 1.566701 -6.323353 4.877892 -0.2 -0.1 0.1
H -0.144309 -5.995606 5.235356 0.1 0.0 0.0
H -1.721138 -7.810294 2.853112 0.3 0.1 0.1
H -1.749994 -6.874501 1.361119 0.0 0.0 0.1
H -2.265827 -6.126996 2.888799 0.1 -0.1 -0.1
H 2.419524 -7.026203 1.914938 -0.1 -0.1 -0.1
H 1.127558 -7.421232 0.761267 0.1 0.0 0.1
H 1.341735 -8.398140 2.210605 -0.2 0.2 0.2
H -1.716652 -5.155121 -0.049287 0.0 0.1 0.1
H -1.632360 -3.516476 -0.688755 0.3 0.1 0.1
H -2.219943 -3.781782 0.959282 0.1 -0.1 -0.1
H 2.467026 -4.679311 -0.011254 -0.1 0.0 -0.1
H 1.429568 -4.097035 -1.321919 -0.2 0.2 0.2
H 1.162249 -5.702903 -0.648674 0.1 0.0 0.0
H 1.650449 -1.885517 1.230550 -0.1 0.1 0.0
H -0.061575 -1.560177 1.585439 0.1 0.0 0.0
H 0.499362 -1.638161 -0.092519 0.0 -0.1 0.1
C 2.834509 3.334711 1.470337 -0.8 -0.6 -0.1
C 1.653378 4.202029 1.135114 0.2 0.7 0.5
O 0.814660 3.871025 0.302400 -0.6 -0.3 -0.4
N 1.530143 5.392745 1.791135 -0.3 -0.9 -0.7
C 2.405513 5.950209 2.793503 -0.1 0.3 0.2
H 2.800355 2.420494 0.870657 0.0 0.2 0.0
H 3.763786 3.863332 1.241023 0.6 0.2 0.3
H 2.805612 3.055621 2.527143 0.2 0.2 -0.1
H 0.711912 5.923163 1.514712 0.3 -0.1 0.1
H 1.822169 6.110240 3.703701 0.2 0.1 0.1
H 2.773282 6.911966 2.427149 0.2 -0.1 0.2
H 3.252955 5.299501 3.016158 -0.1 0.1 -0.2
Al 1.964023 4.352333 -5.549876 0.0 0.4 1.2
C 4.481188 -5.905367 3.881580 -0.2 0.2 -0.1
N 4.894017 -7.055863 4.729913 0.5 -0.9 0.7
O 4.023901 -7.884155 5.022918 1.2 1.0 -0.3
O 6.079945 -7.094922 5.077874 -1.9 0.0 -0.5
H 3.417610 -5.999367 3.652138 0.3 0.0 0.2
H 4.674153 -4.992156 4.448171 0.1 -0.2 -0.2
H 5.077346 -5.939338 2.967437 0.0 0.1 0.2
Cl -5.565190 7.845734 -0.111665 0.1 -0.1 -0.1
C -6.421918 6.840411 1.084016 -0.1 -0.1 0.2
C -5.892836 5.415085 1.121723 0.0 0.3 0.4
Cl -6.281150 4.513604 -0.363785 0.0 -0.1 -0.1
H -7.490032 6.867578 0.846989 0.3 -0.1 0.0
H -6.277745 7.316818 2.058558 0.0 -0.2 -0.2
H -6.351768 4.870877 1.952196 0.0 0.1 -0.2
H -4.807178 5.392860 1.258947 -0.2 0.1 -0.1
F 5.209968 4.320195 2.244059 -0.2 0.0 -0.1
```
Forces are in eV/Å.

Its maximum force is 0.0974 hartree/bohr. As for the relative energy (zero: lowest compared OMol25 entry of this formula, charge and spin): 4.969 eV. The energy comes out at -5963.6674 hartree. The calculation puts the HOMO energy at -9.223 eV. Its total charge is +1.